{
  "formula": "C33H56N11O5",
  "method": "ωB97M-V/def2-TZVPD",
  "charge": 1,
  "e_tot_ha": -2269.36228,
  "relative_energy_kcal_mol": 8.6,
  "gap_ev": 9.58,
  "multiplicity": 1,
  "species": ["C", "C", "C", "H", "H", "O", "C", "C", "O", "C", "C", "O", "C", "H", "H", "C", "N", "C", "N", "C", "N", "C", "C", "N", "C", "O", "C", "N", "C", "C", "N", "N", "C", "N", "H", "H", "H", "C", "H", "H", "C", "C", "H", "H", "H", "C", "H", "H", "H", "H", "H", "H", "C", "C", "H", "H", "H", "H", "C", "C", "H", "H", "H", "H", "H", "C", "C", "H", "H", "H", "H", "H", "H", "H", "H", "N", "C", "N", "N", "C", "H", "H", "C", "O", "C", "H", "H", "C", "H", "H", "H", "H", "H", "H", "H", "H", "H", "H", "H", "H", "H", "H", "H", "H", "H"],
  "coordinates": [[0.647, 1.776, -6.634], [1.449, 1.510, -5.786], [2.385, 1.087, -4.755], [3.403, 1.083, -5.173], [2.345, 1.779, -3.908], [2.073, -0.190, -4.215], [2.212, -1.245, -5.142], [1.933, -2.568, -4.425], [0.709, -2.619, -3.724], [-0.474, -2.637, -4.511], [-1.135, -1.261, -4.631], [-1.590, -0.910, -3.341], [-2.049, 0.417, -3.196], [-2.757, 0.659, -3.997], [-2.568, 0.431, -2.233], [-0.896, 1.446, -3.150], [-0.887, 2.208, -1.930], [0.065, 2.190, -0.991], [-0.073, 3.069, -0.003], [0.943, 3.131, 0.855], [0.908, 4.088, 1.808], [-0.362, 4.562, 2.307], [-0.534, 4.042, 3.759], [0.295, 2.867, 3.927], [-0.020, 1.608, 3.560], [0.819, 0.733, 3.429], [-1.505, 1.255, 3.356], [-1.566, 0.544, 2.109], [-0.935, -0.591, 1.751], [-1.260, -0.750, 0.418], [-2.053, 0.287, 0.066], [-2.222, 1.050, 1.076], [-0.848, -1.759, -0.596], [0.456, -1.327, -1.187], [0.555, -0.263, -1.278], [1.227, -1.627, -0.560], [-1.585, -1.736, -1.402], [-0.693, -3.185, -0.068], [-0.052, -3.730, -0.765], [-0.198, -3.176, 0.905], [-2.019, -3.951, 0.038], [-2.955, -3.339, 1.075], [-3.858, -3.938, 1.163], [-2.472, -3.309, 2.050], [-3.247, -2.331, 0.794], [-1.736, -5.412, 0.383], [-2.663, -5.976, 0.432], [-1.096, -5.871, -0.367], [-1.241, -5.486, 1.349], [-2.513, -3.913, -0.939], [-0.334, -1.157, 2.427], [-2.133, 2.134, 3.211], [-2.029, 0.423, 4.548], [-1.519, 1.007, 5.866], [-1.914, 0.431, 6.699], [-0.433, 0.974, 5.920], [-1.843, 2.039, 5.983], [-1.638, -0.595, 4.448], [-3.562, 0.371, 4.575], [-4.203, -0.344, 3.392], [-3.769, -1.333, 3.258], [-5.268, -0.466, 3.573], [-4.088, 0.218, 2.469], [-3.953, 1.389, 4.639], [-3.854, -0.147, 5.491], [1.705, 3.223, 3.949], [1.983, 4.182, 2.768], [2.915, 3.923, 2.270], [2.028, 5.219, 3.109], [1.942, 3.693, 4.906], [2.276, 2.300, 3.849], [-1.578, 3.845, 3.988], [-0.173, 4.785, 4.475], [-0.386, 5.656, 2.290], [-1.136, 4.177, 1.642], [2.030, 2.362, 0.795], [2.045, 1.458, -0.175], [1.081, 1.310, -1.101], [3.133, 0.656, -0.209], [3.788, 0.304, 1.029], [3.584, 1.074, 1.769], [4.866, 0.240, 0.857], [3.205, -1.049, 1.485], [2.766, -1.818, 0.366], [3.625, -1.659, -0.748], [3.325, -2.407, -1.484], [4.659, -1.866, -0.449], [3.483, -0.224, -1.301], [2.727, -0.157, -2.082], [4.444, 0.103, -1.719], [2.322, -0.889, 2.105], [3.949, -1.620, 2.053], [0.562, -1.748, -2.129], [-1.657, 2.829, -1.741], [0.058, 0.919, -3.212], [-0.965, 2.138, -3.995], [-1.979, -1.329, -5.331], [-0.430, -0.513, -5.007], [-0.268, -3.045, -5.504], [-1.167, -3.302, -3.986], [2.697, -2.732, -3.662], [1.986, -3.380, -5.161], [1.526, -1.106, -5.988], [3.238, -1.276, -5.539], [-0.031, 2.057, -7.383]]
}